1.
This record from the Open Molecules 2025 dataset describes a structure of composition C18H27CoO2. The level of theory is ωB97M-V/def2-TZVPD.

Geometry (Å):
Co1 -0.29267 -0.79478 0.76476
C1 1.13348 -2.09877 2.36471
C2 -0.30005 -2.03363 2.40578
C3 -0.79760 -2.61109 1.16615
H1 -0.91072 -1.81901 3.27810
C4 0.35448 -2.69262 0.27918
C5 1.52364 -2.50020 1.08535
H2 2.53802 -2.70081 0.74653
H3 1.78325 -1.92067 3.22105
H4 -1.79911 -2.96033 0.96560
H5 0.32771 -3.05086 -0.74626
C6 2.08626 1.40331 1.47511
C7 2.92043 0.29973 1.12545
C8 2.78791 0.07463 -0.27354
H6 3.53430 -0.27334 1.81756
C9 1.87686 1.03508 -0.79070
C10 1.43968 1.85346 0.29071
H7 0.77139 2.70363 0.20114
H8 1.99146 1.83921 2.46509
H9 3.27430 -0.70803 -0.85783
H10 1.62962 1.17627 -1.83814
O1 -0.33997 -0.30426 -1.01181
C11 -0.36532 -0.10992 -3.77871
C12 -1.59422 0.11094 -3.01152
C13 0.15608 -1.47156 -3.95075
C14 0.28929 1.03982 -4.42162
C15 -1.35150 0.49398 -1.50711
H11 -2.20097 -0.80776 -3.00258
H12 -2.19638 0.90734 -3.46851
H13 -1.09396 1.57422 -1.44353
H14 -2.28208 0.32419 -0.92964
H15 -0.33637 -2.01589 -4.78118
H16 0.01464 -2.06305 -3.02970
H17 1.23293 -1.44687 -4.18003
H18 -0.12100 1.25865 -5.42616
H19 1.36818 0.85613 -4.54675
H20 0.15253 1.94913 -3.81279
C16 -0.99823 2.54250 3.07560
C17 -1.11427 1.05817 2.78471
C18 -2.47576 0.53390 3.18212
O2 -0.86920 0.83842 1.43355
H21 -1.77190 3.09228 2.52604
H22 -0.02091 2.92840 2.78152
H23 -1.12700 2.75260 4.14197
H24 -0.35426 0.53007 3.39064
H25 -3.25601 1.07021 2.63398
H26 -2.57340 -0.52668 2.95252
H27 -2.64359 0.66385 4.25388

Atomic forces in eV per Å
Co 1.16 3.12 -0.35
C -0.82 -0.01 0.43
C 0.05 -2.40 0.41
C 0.76 -0.85 0.40
H 0.22 -0.08 -0.15
C 0.17 -2.48 1.32
C -0.49 -0.50 -0.75
H -0.28 0.53 0.05
H -0.13 0.35 -0.44
H -0.13 0.29 -0.14
H 0.07 0.20 0.24
C 0.52 -0.30 -0.75
C -0.21 0.70 -0.30
C -0.02 0.56 0.12
H -0.12 0.00 -0.08
C 0.92 0.76 0.96
C 1.24 -0.18 -0.53
H -0.11 -0.21 0.10
H -0.09 -0.12 0.00
H -0.11 0.09 0.16
H -0.19 -0.19 0.18
O -1.39 -0.09 -1.64
C -0.12 0.11 0.00
C -0.80 0.02 0.65
C 0.49 -0.52 0.12
C 0.44 0.39 -0.02
C 0.75 -0.60 0.02
H 0.05 0.06 -0.05
H -0.16 0.07 -0.11
H -0.05 -0.15 0.02
H -0.11 0.40 -0.31
H -0.01 -0.02 0.03
H 0.04 0.25 -0.28
H -0.19 -0.11 0.07
H -0.01 0.03 -0.02
H -0.22 0.19 0.04
H 0.13 -0.20 -0.20
C -0.04 0.42 0.26
C 0.66 -0.23 -1.10
C -0.45 -0.04 0.26
O -1.26 0.77 1.10
H 0.07 -0.05 -0.05
H -0.05 -0.14 -0.14
H -0.08 0.04 0.18
H 0.01 0.08 0.18
H 0.00 0.03 -0.03
H 0.04 -0.01 -0.09
H -0.15 0.04 0.23

Values from the calculation:
Kohn-Sham gap (alpha / beta), eV: 4.5 / 4.4
Charge: -2
2S+1: 5
Energy above the lowest of the compared OMol25 structures with the same formula, charge and spin, kcal per mole: 6.5

=====

2.
This record from the Open Molecules 2025 dataset describes a cluster of 2 separate species, CH7N2O in total. The level of theory is ωB97M-V/def2-TZVPD.

Geometry (Å):
N1 -0.11849 0.22492 0.62964
C1 -0.80003 0.40978 -0.45625
N2 -1.40204 1.55711 -0.78712
H1 0.04024 1.05585 1.18532
H2 0.44317 -0.63514 0.67941
H3 -0.86642 -0.42362 -1.14421
H4 -1.60392 1.64847 -1.77423
H5 -2.05079 2.00726 -0.15430
H6 2.26847 -1.50707 1.22779
H7 2.36554 -2.45250 0.07367
O1 1.72427 -1.88506 0.52028

Atomic forces in eV per Å
N -0.50 0.39 -0.61
C 0.05 0.06 -0.10
N -0.17 -0.62 -0.26
H 0.24 -0.37 0.45
H -0.06 0.10 0.30
H 0.38 0.03 -0.28
H -0.47 0.00 0.20
H 0.46 0.38 0.11
H -0.11 -0.13 0.01
H -0.33 -0.10 -0.28
O 0.52 0.26 0.45

Values from the calculation:
Kohn-Sham gap, eV: 11.8
Charge: +1
Energy above the lowest of the compared OMol25 structures with the same formula, charge and spin, kcal per mole: 13.7

=====

3.
This record from the Open Molecules 2025 dataset describes a cluster of 11 separate species, C5H30O12S in total. The level of theory is ωB97M-V/def2-TZVPD.

Geometry (Å):
C1 2.82250 -1.49774 -2.25929
S1 1.82459 -0.23219 -3.32525
C2 0.12384 -0.36172 -2.70032
C3 0.01484 -0.48086 -1.12489
C4 -1.49540 -0.44239 -0.78242
C5 -1.89104 0.99197 -0.89314
O1 -2.58239 1.41405 -1.82014
O2 -1.46945 1.83753 -0.02886
H1 2.62777 -1.00654 -1.26737
H2 2.40186 -2.55352 -2.25392
H3 3.88907 -1.46631 -2.56799
H4 -0.43601 -1.16301 -3.25715
H5 -0.51046 0.53036 -2.93099
H6 0.32220 -1.45187 -0.70029
H7 0.53169 0.44602 -0.73847
H8 -1.62938 -0.80946 0.29666
H9 -2.17699 -1.01925 -1.30550
H10 -1.55367 2.02196 0.84491
O3 -1.06680 -2.78661 1.07819
H11 -1.60690 -2.94973 1.83247
H12 -1.60501 -3.09359 0.23583
O4 -1.36219 -1.31665 4.33473
H13 -1.30680 -0.38848 3.79360
H14 -0.47304 -1.62042 4.43618
O5 -0.93433 2.02322 3.21888
H15 -0.24706 2.66261 2.96023
H16 -0.88021 1.71964 4.11953
O6 3.46924 0.21893 2.45812
H17 2.77603 -0.38148 2.40276
H18 3.51200 0.53326 3.34078
O7 -4.14462 -1.09804 -3.02746
H19 -4.18429 -0.27718 -2.48738
H20 -3.54329 -1.09514 -3.74553
O8 2.52378 -2.22510 2.20022
H21 2.66436 -2.47436 1.22396
H22 2.09753 -3.08130 2.35864
O9 1.21130 0.77122 1.25995
H23 1.37165 1.17484 0.36834
H24 0.95233 1.39006 1.90292
O10 -2.29786 -3.35583 -1.25498
H25 -1.35446 -3.09313 -1.47725
H26 -2.84024 -3.29384 -1.93791
O11 0.45798 3.66115 0.51677
H27 -0.47049 3.53903 0.77498
H28 0.65689 4.16818 -0.34123
O12 2.41648 3.49452 2.32175
H29 1.64079 3.58128 1.75080
H30 2.96287 2.80372 2.07543

Atomic forces in eV per Å
C -1.75 0.79 0.48
S 0.69 -0.75 0.11
C -0.95 -0.71 0.78
C -0.77 -0.23 -1.75
C 1.25 1.77 3.59
C -3.34 -1.22 -2.27
O 0.84 -0.66 0.65
O 1.96 2.28 -2.46
H 0.85 -0.99 -0.64
H 0.51 1.38 -0.30
H -0.91 0.11 0.19
H 0.63 0.26 0.75
H 1.17 -0.25 -0.26
H 0.80 0.73 -0.19
H -0.76 -1.80 -0.34
H 0.40 0.83 -1.32
H -0.74 -1.08 -1.66
H -0.84 -0.86 4.14
O -0.26 -0.68 -3.04
H -0.75 -0.24 0.82
H 0.92 0.72 3.04
O -1.06 3.71 -1.96
H 0.07 -3.69 1.83
H 1.02 -0.08 -0.09
O -0.34 0.20 -1.60
H -0.09 -0.39 1.17
H 0.57 0.46 0.53
O 2.65 1.85 -0.74
H -1.98 -1.63 -0.13
H 0.07 0.27 1.20
O -1.54 -0.39 1.88
H 0.76 -0.55 -1.20
H 0.91 0.93 -0.73
O -0.09 -2.17 -2.78
H 0.18 1.49 1.69
H -0.32 0.27 1.05
O 0.32 -1.52 -2.47
H -0.17 0.14 2.04
H -0.23 1.49 0.78
O 5.75 -0.47 4.76
H -2.04 -0.53 -0.45
H -3.63 0.75 -5.02
O 0.77 0.84 -1.02
H 0.52 0.82 -1.37
H -1.35 -1.14 2.07
O -1.60 2.49 1.74
H 0.52 -0.20 -0.46
H 1.38 -2.37 -1.07

Values from the calculation:
Kohn-Sham gap, eV: 8.6
SMILES: CSCCCC(=O)O.O.O.O.O.O.O.O.O.O.O

=====

4.
This record from the Open Molecules 2025 dataset describes a cluster of 4 separate species, C3H13NO3 in total. The level of theory is ωB97M-V/def2-TZVPD.

Geometry (Å):
C1 -1.20716 2.42409 -1.39295
C2 -0.73615 1.17628 -0.79794
C3 0.12188 0.27440 -1.42365
N1 0.47910 -0.86907 -0.85123
H1 -0.77162 3.32156 -0.95873
H2 -2.29973 2.49955 -1.30191
H3 -1.09056 2.46890 -2.48252
H4 -1.18425 0.84541 0.12797
H5 0.57187 0.49448 -2.37453
H6 0.52904 -1.70331 -1.44247
H7 -0.09649 -1.16224 -0.05232
H8 -0.97724 -2.34358 1.56514
H9 -1.97498 -3.21564 0.84009
O1 -1.07544 -2.85431 0.74322
H10 2.49792 -0.03085 0.31764
H11 3.66436 -0.07653 1.32945
O2 2.70796 -0.01516 1.25227
H12 -0.00007 -0.71057 2.97107
H13 0.88593 -0.20454 1.84293
O3 -0.04439 -0.31886 2.08846

Atomic forces in eV per Å
C -0.88 0.04 -1.24
C -0.20 -0.15 0.02
C 0.48 0.13 0.20
N -1.95 -0.97 -0.24
H 0.10 0.06 0.27
H 0.20 0.05 0.57
H 0.61 -0.05 0.20
H 0.16 0.06 0.38
H -0.05 0.08 -0.44
H 1.04 0.37 -0.14
H 0.30 0.20 0.45
H 0.20 -0.11 -0.27
H 0.47 0.01 -0.32
O -0.59 0.29 0.49
H 0.34 -0.04 -0.22
H 0.03 -0.01 0.02
O -0.38 0.04 0.10
H -0.05 0.24 -0.04
H 0.28 0.07 0.28
O -0.10 -0.32 -0.08

Values from the calculation:
Kohn-Sham gap (alpha / beta), eV: 11.0 / 8.2
Charge: +1
2S+1: 2
Energy above the lowest of the compared OMol25 structures with the same formula, charge and spin, kcal per mole: 0.0

=====

5.
This record from the Open Molecules 2025 dataset describes the molecule C18H22N2O2S. The level of theory is ωB97M-V/def2-TZVPD.

Geometry (Å):
C1 1.22399 -4.09560 2.73313
C2 0.59449 -2.81484 3.26511
C3 0.32780 -3.09412 4.76883
N1 1.55445 -1.72589 3.05357
C4 1.77809 -1.09834 1.87970
O1 1.09441 -1.43975 0.89940
C5 2.68826 -0.02009 1.70442
C6 2.70471 0.74053 0.57321
C7 3.47142 1.98276 0.48002
S1 3.31043 2.95374 -0.96945
C8 1.62311 2.78244 -1.44534
C9 1.22988 2.41086 -2.74185
C10 -0.10883 2.18975 -3.09356
C11 -1.12946 2.44090 -2.13614
C12 -2.57485 2.22987 -2.50494
C13 -3.33400 3.58312 -2.50214
C14 -3.28811 1.22864 -1.59465
C15 -0.72125 2.90879 -0.84767
C16 0.62331 3.08838 -0.49196
C17 4.30860 2.32363 1.48468
N2 4.34784 1.50567 2.60670
C18 3.60050 0.37139 2.75358
O2 3.82676 -0.28961 3.75824
H1 0.59485 -4.94124 3.02793
H2 1.39317 -4.11861 1.64351
H3 2.19561 -4.26849 3.17517
H4 -0.36485 -2.60718 2.73011
H5 1.29751 -3.06941 5.30060
H6 -0.36401 -2.36069 5.19395
H7 -0.07740 -4.09454 4.96232
H8 2.19568 -1.51751 3.80437
H9 2.03385 0.46774 -0.26250
H10 2.07455 2.19494 -3.39971
H11 -0.32254 1.88274 -4.10959
H12 -2.52557 1.82186 -3.49842
H13 -4.23355 3.54644 -3.12348
H14 -2.66626 4.37215 -2.90629
H15 -3.54935 3.89992 -1.48656
H16 -2.73134 0.26811 -1.62422
H17 -3.32451 1.62305 -0.55279
H18 -4.28901 1.02189 -1.90245
H19 -1.50116 3.15109 -0.11564
H20 0.94766 3.46546 0.46899
H21 4.88866 3.27163 1.49118
H22 4.98943 1.64138 3.36361

Atomic forces in eV per Å
C -0.28 -0.65 -0.87
C -0.10 -0.85 -0.33
C 0.48 0.82 -0.07
N 0.34 0.80 1.11
C -3.27 -2.96 -1.35
O 0.31 0.26 0.13
C 1.89 2.66 -0.03
C -0.37 0.46 -0.13
C -0.82 -1.39 -0.13
S 0.86 0.53 -0.85
C -1.73 0.22 0.51
C 0.91 -0.51 0.66
C 0.07 0.89 1.30
C 1.67 0.05 0.42
C -0.39 0.68 0.63
C 1.06 0.21 -0.72
C 1.36 -0.28 0.70
C -0.13 -0.13 -0.42
C -0.26 -0.43 -1.34
C -0.08 0.39 0.76
N -0.09 1.03 -1.74
C 0.57 -0.69 0.65
O -0.27 -0.55 0.82
H 0.05 -0.02 -0.31
H -0.33 0.21 0.38
H 0.31 0.12 0.38
H 0.88 0.03 0.34
H -0.44 0.16 -0.05
H 0.26 -0.03 0.11
H -0.04 0.27 -0.43
H 0.12 0.10 0.10
H 0.49 0.11 0.60
H -0.53 0.00 -0.26
H -0.22 -0.08 0.09
H -0.34 -0.10 -0.63
H 0.00 -0.02 0.31
H -0.44 -0.37 0.00
H -0.31 -0.11 0.16
H -0.34 0.49 0.32
H 0.09 -0.43 -0.62
H -0.77 0.04 -0.35
H 0.32 -0.13 -0.25
H -0.32 -0.06 0.13
H -0.42 -0.95 0.10
H 0.27 0.25 0.17

Values from the calculation:
Kohn-Sham gap, eV: 7.9
Energy above the lowest of the compared OMol25 structures with the same formula, charge and spin, kcal per mole: 16.4
SMILES: CC(C)NC(=O)c1cc(Sc2ccc(C(C)C)cc2)c[nH]c1=O

=====

6.
This record from the Open Molecules 2025 dataset describes a cluster of 2 separate species, CH3FN2 in total. The level of theory is ωB97M-V/def2-TZVPD.

Geometry (Å):
C1 0.57209 -0.46316 0.09366
N1 0.27620 0.87285 -0.01182
N2 -0.54330 0.14563 0.80264
F1 -2.01490 -0.27937 -0.12332
H1 0.11088 -1.09565 -0.52700
H2 1.55339 -0.74921 0.55632
H3 0.04564 1.56892 -0.79049

Atomic forces in eV per Å
C 2.43 -0.23 1.34
N -1.42 2.16 -0.29
N -1.16 2.08 -0.45
F 2.38 0.29 0.81
H -0.94 -2.71 -2.87
H -1.24 0.19 -0.12
H -0.06 -1.78 1.58

Values from the calculation:
Kohn-Sham gap (alpha / beta), eV: 10.3 / 10.3
Energy above the lowest of the compared OMol25 structures with the same formula, charge and spin, kcal per mole: 107.8